Run one
# C4H7NO

One molecule with the formula C4H7NO (ωB97M-V/def2-TZVPD, OMol25).

```
! wB97M-V def2-TZVPD RIJCOSX def2/J DEFGRID3
* xyz 0 1
H 0.94 0.35 1.65
H -1.29 -0.91 1.37
C 0.76 0.66 0.61
C -0.62 -0.52 -0.91
H 1.18 1.67 0.50
C 1.39 -0.39 -0.28
C -0.73 0.51 0.23
H -0.45 -0.01 -1.88
N 0.61 -1.30 -0.71
H -1.17 1.48 -0.05
H 2.35 -0.31 -0.77
H -1.40 -1.24 -1.03
O -1.56 0.01 1.26
*
```

Computed properties:
SMILES string: O[C@H]1CC=NC1
Orbital gap: 9.75 eV

Calculated atomic charges, method Mulliken, unit e: 0.24 0.36 -0.45 -0.67 0.29 -0.20 0.07 0.27 -0.46 0.36 0.37 0.38 -0.55


Run two
# C4H7NO

A 2-piece molecular cluster, C4H7NO overall (ωB97M-V/def2-TZVPD, OMol25).

```
! wB97M-V def2-TZVPD RIJCOSX def2/J DEFGRID3
* xyz 0 1
H -0.68 2.62 0.61
H 0.40 -2.71 -0.16
H 1.27 -0.13 -0.68
C 0.77 1.16 0.87
H -1.14 -0.20 -1.12
H 1.78 1.38 1.13
O 1.40 -1.08 -0.85
C -0.38 0.68 1.13
C 0.23 -1.71 -0.56
N -0.40 1.77 0.12
C -0.99 -1.18 -0.68
H -1.85 -1.73 -0.33
H -1.09 0.12 1.71
*
```

Computed properties:
SMILES string: C1=CN1.C=CO
Orbital gap: 9.58 eV

Calculated atomic charges, method Mulliken, unit e: 0.21 0.33 0.35 -0.33 0.40 0.41 -0.49 -0.25 0.16 -0.42 -0.99 0.30 0.33


Which of them is most stable? Easy: run one.


Run one
# C4H7NO

One molecule with the formula C4H7NO (ωB97M-V/def2-TZVPD, OMol25).

```
! wB97M-V def2-TZVPD RIJCOSX def2/J DEFGRID3
* xyz 0 1
O 0.04 0.76 0.46
H -1.04 -1.66 0.19
H 1.85 1.38 1.09
H -2.28 -0.48 0.65
H -0.06 -0.10 -1.43
C 2.06 -0.44 0.03
C -1.64 -0.82 -0.17
H 1.63 1.50 -0.67
C 1.41 0.89 0.22
H -2.28 -1.16 -0.99
H -1.30 1.13 -1.06
N 2.55 -1.48 -0.12
C -0.73 0.29 -0.65
*
```

Computed properties:
SMILES string: CCOCC#N
Orbital gap: 11.59 eV

Calculated atomic charges, method Mulliken, unit e: -0.36 0.28 0.29 0.29 0.34 0.29 -1.09 0.29 -0.32 0.35 0.28 -0.38 -0.26


Run two
# C4H7NO

A 2-piece molecular cluster, C4H7NO overall (ωB97M-V/def2-TZVPD, OMol25).

```
! wB97M-V def2-TZVPD RIJCOSX def2/J DEFGRID3
* xyz 0 1
H 1.50 -0.27 1.08
C -0.60 -0.89 1.30
H -1.60 -0.45 1.26
H 0.94 1.00 -2.04
H -0.45 -1.30 2.31
C 0.31 0.73 -0.34
H -0.65 1.16 -0.63
N -0.39 0.23 -2.98
O 1.32 0.89 -1.10
H 0.40 0.98 1.71
C 0.49 0.15 1.00
H -0.56 -1.70 0.57
C -0.72 -0.52 -2.14
*
```

Computed properties:
Orbital gap: 8.84 eV

Calculated atomic charges, method Mulliken, unit e: 0.30 -1.16 0.32 0.48 0.35 -0.23 0.59 -0.63 -0.38 0.27 -0.22 0.36 -0.04


Run three
# C4H7NO

C4H7NO as an isolated structure (ωB97M-V/def2-TZVPD, OMol25).

```
! wB97M-V def2-TZVPD RIJCOSX def2/J DEFGRID3
* xyz 0 1
H 0.77 -2.25 -0.38
C -0.13 -0.57 -0.11
C 0.00 -0.13 -1.44
N -1.80 -0.01 1.68
H 1.71 0.93 -0.12
H -0.69 0.57 -1.88
H -1.13 0.70 2.08
C 0.66 0.92 0.15
H 0.17 1.84 -0.13
H 0.55 0.90 1.27
C -1.48 -0.64 0.68
H 0.66 -0.67 -2.11
O 0.70 -1.59 0.32
*
```

Computed properties:
Orbital gap (alpha / beta): 6.75 / 8.10 eV

Calculated atomic charges, method Mulliken, unit e: 0.37 1.25 -1.05 -0.52 0.31 0.33 0.24 -1.25 0.38 0.34 -0.18 0.30 -0.51


Run four
# C4H7NO

One molecule with the formula C4H7NO (ωB97M-V/def2-TZVPD, OMol25).

```
! wB97M-V def2-TZVPD RIJCOSX def2/J DEFGRID3
* xyz 0 1
H 0.19 1.11 -1.60
C 0.28 0.72 -0.57
C -0.55 -1.42 0.06
H 1.94 2.09 -0.10
H 2.38 0.37 -0.32
N 0.31 -0.73 -0.57
H 1.54 0.88 1.15
C 1.62 1.06 0.07
H -0.33 -2.47 0.25
C -1.92 -1.00 0.46
H -2.25 0.01 0.18
O -2.68 -1.80 0.97
H -0.53 1.17 0.02
*
```

Computed properties:
SMILES string: CC/N=C\C=O
Orbital gap: 9.34 eV

Calculated atomic charges, method Mulliken, unit e: 0.32 -0.21 -0.02 0.35 0.32 -0.40 0.30 -1.20 0.38 0.03 0.35 -0.45 0.23


Which of them is most stable? Easy: run one.


Run one
# C4H7NO

One molecule with the formula C4H7NO (ωB97M-V/def2-TZVPD, OMol25).

```
! wB97M-V def2-TZVPD RIJCOSX def2/J DEFGRID3
* xyz 0 1
C 0.61 1.21 -1.22
H -0.14 1.62 -1.90
H -1.61 -0.58 -1.34
C 0.76 -0.27 0.72
C -1.20 -0.42 -0.31
H 1.43 0.76 -1.81
H 0.29 -2.30 1.41
N 0.05 0.23 -0.33
O 1.80 0.10 1.22
C -0.11 -1.28 1.33
H -1.99 -0.13 0.37
H 1.04 2.01 -0.61
H -0.34 -0.90 2.36
*
```

Computed properties:
Orbital gap: 9.01 eV

Calculated atomic charges, method Mulliken, unit e: -0.84 0.36 0.31 0.55 -0.52 0.27 0.23 0.12 -0.63 -0.63 0.25 0.29 0.23


Run two
# C4H7NO

One molecule with the formula C4H7NO (ωB97M-V/def2-TZVPD, OMol25).

```
! wB97M-V def2-TZVPD RIJCOSX def2/J DEFGRID3
* xyz 0 1
H 0.15 -0.88 -1.96
N 0.91 0.78 -0.61
O -1.52 -0.94 0.89
C -1.05 -0.09 -0.12
H 0.04 1.22 1.34
C 0.18 -0.49 -0.94
H -1.91 0.13 -0.75
C 1.39 -0.51 -0.11
H 2.32 -0.83 -0.58
H -0.91 -0.89 1.64
H 1.31 -0.75 0.95
C -0.23 1.16 0.28
H -0.67 2.11 -0.03
*
```

Computed properties:
SMILES string: O[C@H]1CN2C[C@@H]12
Orbital gap: 10.51 eV

Calculated atomic charges, method Mulliken, unit e: 0.32 -0.48 -0.53 -0.31 0.28 0.06 0.35 -0.28 0.25 0.33 0.13 -0.38 0.26


Run three
# C4H7NO

One molecule with the formula C4H7NO (ωB97M-V/def2-TZVPD, OMol25).

```
! wB97M-V def2-TZVPD RIJCOSX def2/J DEFGRID3
* xyz 0 1
H -1.61 1.07 -1.12
H 1.94 -0.80 1.76
H -1.49 0.06 0.31
C 1.18 0.92 0.73
H 0.45 -1.21 0.88
C -0.58 -0.76 -1.44
O -1.40 -1.56 -1.82
H 0.40 -0.19 2.33
C 0.98 -0.41 1.42
C -0.93 0.43 -0.56
H 0.49 -0.85 -1.72
H 0.33 2.10 -0.61
N 0.24 1.20 -0.15
*
```

Computed properties:
Orbital gap: 8.98 eV

Calculated atomic charges, method Mulliken, unit e: 0.38 0.27 0.30 -0.26 0.26 0.04 -0.47 0.27 -0.70 -0.67 0.39 0.23 -0.04


Which of them is most stable? Easy: run two.


Run one
# C4H7NO

One molecule with the formula C4H7NO (ωB97M-V/def2-TZVPD, OMol25).

```
! wB97M-V def2-TZVPD RIJCOSX def2/J DEFGRID3
* xyz 0 1
H 1.08 -1.90 -0.74
H 1.78 -0.34 -1.10
C -0.95 -0.92 0.65
C 1.32 -0.89 -0.30
C -0.36 1.61 0.32
C 0.04 0.07 0.09
O -0.70 -2.10 0.55
H 2.00 -1.15 0.52
H -1.83 -0.62 1.26
H 0.32 2.41 0.63
H -1.40 1.87 0.59
H -1.07 0.92 -1.50
N -0.22 1.03 -0.98
*
```

Computed properties:
SMILES string: C[C@@]1(C=O)CN1
Orbital gap: 10.38 eV

Calculated atomic charges, method Mulliken, unit e: 0.28 0.40 -0.20 -1.10 -0.33 0.59 -0.47 0.28 0.35 0.21 0.23 0.23 -0.47


Run two
# C4H7NO

One molecule with the formula C4H7NO (ωB97M-V/def2-TZVPD, OMol25).

```
! wB97M-V def2-TZVPD RIJCOSX def2/J DEFGRID3
* xyz 0 1
N 0.01 -0.32 0.61
C 0.58 0.76 0.26
O -3.12 0.00 0.07
H -0.99 0.05 -1.26
C -2.23 -0.79 0.26
H 2.60 1.40 0.81
H 0.03 1.57 -0.27
C -0.93 -0.68 -0.43
H -0.44 -1.59 -0.82
H 2.26 0.91 -0.88
C 2.06 0.71 0.18
H 2.32 -0.33 0.37
H -2.24 -1.56 1.05
*
```

Computed properties:
SMILES string: C/C=N/CC=O
Orbital gap: 9.83 eV

Calculated atomic charges, method Mulliken, unit e: -0.54 0.04 -0.47 0.39 0.05 0.31 0.44 -0.44 0.28 0.24 -0.95 0.33 0.32


Run three
# C4H7NO

One molecule with the formula C4H7NO (ωB97M-V/def2-TZVPD, OMol25).

```
! wB97M-V def2-TZVPD RIJCOSX def2/J DEFGRID3
* xyz 0 1
H 0.29 1.85 0.55
H -2.39 0.37 0.24
H -1.89 -1.32 0.25
H -0.64 -0.09 -1.58
O 2.73 -0.01 0.74
N 0.79 -0.99 -0.19
C -1.53 -0.29 0.38
H 1.01 -1.96 -0.33
C -0.33 -0.08 -0.53
H -1.21 -0.19 1.42
C 0.62 1.10 -0.18
H 0.97 1.65 -1.05
C 1.63 0.01 0.25
*
```

Computed properties:
SMILES string: C[C@H]1CC(=O)N1
Orbital gap: 10.72 eV

Calculated atomic charges, method Mulliken, unit e: 0.27 0.32 0.31 0.28 -0.61 -0.15 -1.30 0.17 0.32 0.34 -0.58 0.25 0.37


Which of them is most stable? Easy: run three.


Run one
# C4H7NO

C4H7NO as an isolated structure (ωB97M-V/def2-TZVPD, OMol25).

```
! wB97M-V def2-TZVPD RIJCOSX def2/J DEFGRID3
* xyz 0 1
C 0.43 1.31 0.69
C -0.60 -0.29 -1.17
H 1.21 -1.50 0.71
H 0.50 2.18 0.01
H -1.82 -0.93 0.56
N 0.64 0.15 -0.61
C 0.44 -0.72 0.69
H -0.55 1.32 1.16
C -0.88 -1.17 0.05
H 1.22 1.37 1.44
H -0.91 -2.23 -0.23
O -1.15 0.03 -2.19
H 1.47 0.35 -1.17
*
```

Computed properties:
Orbital gap (alpha / beta): 7.57 / 7.57 eV

Calculated atomic charges, method Mulliken, unit e: -0.61 0.30 0.16 0.34 0.23 -0.02 -0.60 0.25 -0.32 0.31 0.26 -0.56 0.28


Run two
# C4H7NO

A 2-piece molecular cluster, C4H7NO overall (ωB97M-V/def2-TZVPD, OMol25).

```
! wB97M-V def2-TZVPD RIJCOSX def2/J DEFGRID3
* xyz 0 1
O -1.95 0.09 -0.31
H -1.32 -0.64 0.10
C -1.19 1.13 -0.59
C 0.88 -0.21 0.65
C -0.04 -1.11 1.00
C 0.05 1.02 -1.14
N 1.08 -1.49 0.03
H 0.36 0.10 -1.62
H -0.34 -1.53 1.96
H 1.87 -1.95 0.51
H 0.64 1.91 -1.32
H 1.55 0.57 0.98
H -1.58 2.09 -0.26
*
```

Computed properties:
SMILES string: C1=CN1.C=CO
Orbital gap: 8.95 eV

Calculated atomic charges, method Mulliken, unit e: -0.51 0.37 0.24 -0.31 -0.22 -1.02 -0.47 0.36 0.36 0.20 0.34 0.35 0.32


Which of them is most stable? Easy: run two.


Run one
# C4H7NO

One molecule with the formula C4H7NO (ωB97M-V/def2-TZVPD, OMol25).

```
! wB97M-V def2-TZVPD RIJCOSX def2/J DEFGRID3
* xyz 0 1
C 0.61 0.88 0.63
C 0.22 -0.15 -1.16
H -0.53 -0.60 -1.83
H 1.70 1.02 0.60
N 0.04 1.28 -0.71
H -0.92 1.63 -0.71
H 0.26 -1.83 1.74
C 0.07 -0.52 0.31
C -1.42 -0.35 0.65
O 0.54 -1.74 0.81
H -1.96 -0.70 -0.26
H 0.18 1.32 1.54
H 1.22 -0.25 -1.61
*
```

Computed properties:
Orbital gap (alpha / beta): 8.19 / 8.36 eV

Calculated atomic charges, method Mulliken, unit e: -0.62 -0.62 0.28 0.26 -0.48 0.29 0.35 0.89 -0.60 -0.57 0.22 0.32 0.29


Run two
# C4H7NO

A 2-piece molecular cluster, C4H7NO overall (ωB97M-V/def2-TZVPD, OMol25).

```
! wB97M-V def2-TZVPD RIJCOSX def2/J DEFGRID3
* xyz 0 1
C 0.01 1.00 -0.87
C -0.68 0.46 0.24
H -1.58 -2.21 -0.84
H 2.07 1.41 1.45
O -1.63 -3.13 -1.13
H 2.11 1.69 -0.98
H 0.13 0.06 2.32
H -0.34 1.35 -1.83
H -1.15 -3.60 -0.43
N 1.37 0.96 0.90
C 1.27 1.33 -0.42
C 0.16 0.48 1.32
H -1.74 0.20 0.27
*
```

Computed properties:
SMILES string: c1cc[nH]c1.O
Orbital gap: 9.47 eV

Calculated atomic charges, method Mulliken, unit e: -0.43 -0.48 0.34 0.24 -0.66 0.38 0.39 0.36 0.32 -0.07 -0.36 -0.56 0.54


Which of them is most stable? Easy: run two.